(1)
Here is C9H13ClN2OS as an isolated structure at a distorted geometry from OMol25. Energies are from wB97M-V/def2-TZVPD.

XYZ file:
```
27
Properties=species:S:1:pos:R:3:nbo_charge:R:1
C -0.41 -1.90 0.86 -0.221
C -0.53 -1.95 -0.47 -0.187
C -0.53 -0.66 1.58 -0.184
C -0.90 -0.64 -1.18 -0.144
C -1.03 0.46 1.05 -0.299
C -1.21 0.58 -0.32 0.037
C 2.26 0.01 -1.41 -0.424
C 1.49 1.84 -0.04 -0.429
C -4.05 -0.02 0.38 -0.606
N 0.01 0.52 -1.22 -0.272
N 1.26 0.47 -0.43 -0.320
O -3.17 2.43 0.76 -0.943
S -3.28 1.57 -0.40 1.164
Cl -4.25 -1.39 -0.72 -0.044
H -0.01 -2.85 1.27 0.225
H -0.67 -2.85 -1.09 0.222
H -0.31 -0.69 2.58 0.210
H -1.32 -0.60 -2.22 0.237
H -1.43 1.19 1.74 0.255
H 1.61 -0.48 -2.21 0.222
H 2.88 0.88 -1.66 0.197
H 2.86 -0.84 -0.90 0.206
H 0.58 2.32 0.34 0.220
H 2.34 2.09 0.67 0.216
H 1.96 2.48 -0.95 0.159
H -5.10 0.05 0.67 0.252
H -3.21 -0.10 1.13 0.253
```

Its LUMO energy is 0.006 Eh. As for the strongest force on any atom: 3.82 eV/Å. As for the molar mass: 232.736 g mol⁻¹. The energy above the lowest of the compared OMol25 structures with the same formula, charge and spin is 2.7619 eV.

=====

(2)
Here is C42H51FInNO5Se as an isolated structure from OMol25. Energies are from wB97M-V/def2-TZVPD.

XYZ file:
```
102
Properties=species:S:1:pos:R:3:mulliken_charge:R:1
In 0.49 -0.23 0.34 1.491
C 0.86 -1.29 -7.63 -2.208
C 0.16 -0.31 -6.68 2.192
C -1.35 -0.35 -6.97 -1.759
C 0.70 1.10 -6.99 -1.636
C 0.41 -0.64 -5.21 -1.149
C -0.12 0.18 -4.23 -0.863
C 0.10 -0.10 -2.89 0.064
Se -0.52 1.24 -1.63 0.014
C 1.10 2.27 -1.66 -0.144
C 1.25 3.13 -2.75 -0.144
C 2.43 3.82 -2.92 -0.880
C 3.43 3.60 -1.98 0.029
C 3.32 2.75 -0.88 -0.421
C 2.10 2.05 -0.70 1.456
O 1.90 1.26 0.34 -1.184
C 4.55 2.64 0.04 2.109
C 4.84 4.03 0.65 -1.644
C 4.43 1.65 1.21 -2.018
C 5.76 2.19 -0.80 -1.648
C 2.68 4.77 -4.09 1.935
C 3.00 6.17 -3.56 -1.735
C 1.46 4.87 -5.01 -1.844
C 3.86 4.25 -4.93 -1.619
C 0.84 -1.21 -2.46 1.360
O 1.00 -1.52 -1.17 -0.922
C 1.39 -2.05 -3.46 -0.850
C 1.16 -1.74 -4.79 0.760
C 2.21 -3.29 -3.07 2.447
C 1.34 -4.27 -2.26 -1.608
C 2.73 -4.04 -4.30 -2.477
C 3.44 -2.88 -2.23 -1.631
H 0.66 -1.01 -8.66 0.435
H 0.49 -2.31 -7.48 0.439
H 1.94 -1.29 -7.48 0.403
H -1.54 -0.11 -8.02 0.455
H -1.89 0.37 -6.35 0.305
H -1.75 -1.34 -6.77 0.386
H 0.54 1.35 -8.04 0.467
H 1.77 1.16 -6.77 0.329
H 0.19 1.86 -6.39 0.302
H -0.70 1.05 -4.49 0.378
H 0.43 3.24 -3.45 0.371
H 4.37 4.13 -2.10 0.295
H 3.99 4.36 1.25 0.368
H 5.02 4.78 -0.12 0.270
H 5.72 3.98 1.29 0.448
H 3.61 1.90 1.88 0.400
H 5.37 1.68 1.77 0.538
H 4.28 0.63 0.85 0.277
H 6.00 2.89 -1.60 0.301
H 5.58 1.22 -1.24 0.332
H 6.65 2.12 -0.16 0.476
H 2.18 6.56 -2.96 0.366
H 3.18 6.86 -4.39 0.453
H 3.90 6.17 -2.94 0.315
H 0.59 5.25 -4.48 0.382
H 1.21 3.90 -5.45 0.141
H 1.68 5.56 -5.83 0.472
H 4.78 4.20 -4.33 0.314
H 4.05 4.92 -5.77 0.481
H 3.65 3.25 -5.31 0.277
H 1.58 -2.38 -5.54 0.642
H 0.52 -4.66 -2.88 0.330
H 0.91 -3.79 -1.39 0.224
H 1.94 -5.12 -1.93 0.464
H 1.92 -4.42 -4.91 0.406
H 3.33 -4.89 -3.97 0.457
H 3.37 -3.40 -4.92 0.437
H 3.15 -2.38 -1.31 0.193
H 4.08 -2.21 -2.80 0.324
H 4.02 -3.77 -1.98 0.512
C -0.87 -4.16 6.76 -1.805
C -0.87 -5.00 5.49 0.523
C -2.03 -5.97 5.49 -0.969
C -2.00 -6.84 4.24 -1.033
C -1.99 -5.97 3.01 1.163
C -2.51 -6.42 1.82 -0.767
C -2.49 -5.61 0.69 0.139
F -3.00 -6.10 -0.45 -0.354
C -1.97 -4.35 0.72 -1.207
C -1.44 -3.87 1.92 0.670
C -0.86 -2.53 1.94 1.476
O -0.88 -1.86 0.87 -1.092
C -0.31 -2.10 3.17 -0.319
C -0.38 -2.94 4.25 -0.384
N -0.92 -4.16 4.26 0.247
C -1.45 -4.67 3.07 -0.803
C 0.32 -0.75 3.43 0.425
O 0.62 -0.47 4.58 -0.748
O 0.51 0.02 2.41 -0.572
H -0.99 -4.83 7.61 0.434
H -1.72 -3.46 6.76 0.397
H 0.04 -3.60 6.91 0.529
H 0.07 -5.57 5.44 0.122
H -2.97 -5.41 5.54 0.333
H -1.97 -6.59 6.38 0.375
H -2.86 -7.52 4.21 0.461
H -1.10 -7.47 4.26 0.321
H -2.94 -7.42 1.75 0.510
H -1.95 -3.73 -0.17 0.653
H 0.03 -2.57 5.18 0.637
```

Its LUMO energy is -0.018 Eh. As for the strongest force on any atom: 0.37 eV/Å. As for the molar mass: 862.648 g mol⁻¹.

=====

(3)
Here is a 2-piece molecular cluster, C9H14O overall at a distorted geometry from OMol25. Energies are from wB97M-V/def2-TZVPD.

XYZ file:
```
24
Properties=species:S:1:pos:R:3:nbo_charge:R:1
C -1.87 -2.14 0.25 -0.624
C -1.22 -0.89 -0.21 -0.049
C -0.57 -0.85 -1.43 -0.189
C 0.02 0.29 -1.98 -0.293
C -0.09 1.46 -1.26 0.294
O 0.29 2.70 -1.71 -0.680
C -0.73 1.47 -0.01 -0.257
C -1.20 0.29 0.54 -0.186
H -1.91 -2.24 1.33 0.218
H -1.33 -3.00 -0.16 0.214
H -2.88 -2.22 -0.17 0.221
H -0.34 -1.81 -1.88 0.205
H 0.41 0.32 -2.99 0.216
H 1.02 2.63 -2.29 0.476
H -0.82 2.45 0.44 0.226
H -1.70 0.32 1.50 0.209
C 2.07 -0.11 2.34 -0.615
C 2.35 -1.60 2.33 -0.619
H 2.63 0.50 3.06 0.201
H 2.36 0.31 1.37 0.204
H 1.05 0.23 2.48 0.212
H 2.12 -1.96 1.31 0.203
H 1.68 -2.12 3.01 0.204
H 3.37 -1.96 2.39 0.211
```

The SMILES is Cc1ccc(O)cc1.CC. Its LUMO energy is 0.031 Eh. As for the strongest force on any atom: 1.55 eV/Å. As for the molar mass: 138.210 g mol⁻¹. The energy above the lowest of the compared OMol25 structures with the same formula, charge and spin is 0.5535 eV.

=====

no.,HOMO energy (eV)
1,-8.1
2,-7.5
3,-8.5